Entry from the OMol25 dataset: a cluster of 13 separate species, C44H114BN10O20 in total in a non-equilibrium geometry (ωB97M-V/def2-TZVPD).

```
! RIJCOSX wB97M-V def2-TZVPD def2/J DEFGRID3
* xyz 0 2
O 1.32442 2.69183 0.40997
C 0.74209 1.68084 0.10163
O -0.52809 1.39954 0.32792
B -0.77600 0.00676 0.07606
O 0.52767 -0.53000 -0.42234
C 1.41274 0.43656 -0.53244
O 2.55459 0.32277 -0.97321
O -1.84685 -0.19086 -0.91243
C -2.77713 -0.99370 -0.40339
O -3.72158 -1.46158 -1.04176
C -2.39288 -1.32320 1.03520
O -1.30143 -0.66987 1.28127
O -3.02011 -2.02587 1.84692
C -2.43356 -1.62880 6.49775
C -3.64512 -1.15164 5.62832
C -3.47505 0.22573 5.09672
O -3.33624 1.25179 6.12198
C -3.57310 2.48537 5.56640
N -3.78782 -2.06851 4.51247
H -2.66781 -2.66412 6.74543
H -2.46716 -1.04118 7.41517
H -1.50343 -1.52219 5.93954
H -4.53506 -1.20040 6.25579
H -4.32312 0.50484 4.47144
H -2.63669 0.24164 4.40030
H -3.74557 3.21641 6.35630
H -4.49149 2.52938 4.98098
H -2.85751 2.94011 4.88138
H -4.58743 -1.72994 3.99662
H -2.97773 -1.76997 3.98833
C 1.05658 -3.46138 1.76520
C 0.03372 -4.47686 2.08242
C 0.71747 -5.78260 2.47610
O 1.60808 -6.39000 1.49117
C 2.26779 -7.53598 1.97339
N -0.72534 -3.96190 3.20620
H 0.60330 -2.48438 1.59755
H 1.68176 -3.68799 0.90154
H 1.72773 -3.45478 2.62404
H -0.65583 -4.60548 1.24810
H -0.10342 -6.46986 2.68085
H 1.17629 -5.66725 3.45808
H 2.78839 -7.98862 1.12948
H 1.46416 -8.22762 2.22620
H 2.88784 -7.31361 2.84183
H -1.47793 -4.62571 3.32054
H -1.23019 -3.16148 2.85328
C 4.58204 -0.93185 2.32560
C 3.79326 0.38317 2.53523
C 2.35286 0.23683 3.15793
O 1.62913 1.52242 3.30087
C 0.28495 1.39591 3.83362
N 4.62998 1.15686 3.43790
H 4.78670 -1.51931 3.22064
H 5.58234 -0.71957 1.94819
H 4.16808 -1.59407 1.56520
H 3.74869 0.93876 1.59851
H 2.38067 -0.24930 4.13313
H 1.71829 -0.48254 2.64031
H 0.07513 0.44185 4.31719
H -0.52291 1.70734 3.17144
H 0.22058 2.15800 4.61027
H 4.45092 0.99308 4.41831
H 4.44435 2.13708 3.28039
C -4.77404 2.07263 -1.69925
C -3.76721 2.30635 -2.77804
C -2.55236 3.11894 -2.21513
O -1.58376 3.23338 -3.22651
C -0.51536 4.14790 -2.94881
N -3.34726 1.00239 -3.25809
H -4.31221 1.52399 -0.87840
H -5.69337 1.62516 -2.07702
H -5.08527 3.01331 -1.24497
H -4.17420 2.91394 -3.58630
H -2.11125 2.64125 -1.34031
H -2.90174 4.11690 -1.95035
H -0.78743 5.19749 -2.83723
H 0.21153 3.97472 -3.74237
H -0.02306 3.81350 -2.03562
H -2.74407 0.63266 -2.53728
H -2.62211 1.21425 -3.92845
C 5.59894 -1.37037 -1.14704
C 5.78643 -2.85959 -1.32659
C 4.95609 -3.68584 -0.31569
O 5.58232 -3.70607 0.95330
C 4.86700 -4.50834 1.89079
N 5.48154 -3.23973 -2.68402
H 5.99944 -1.02178 -0.19510
H 4.52354 -1.21374 -1.23124
H 5.99059 -0.83514 -2.01206
H 6.81772 -3.09058 -1.05981
H 4.87903 -4.71191 -0.67533
H 3.90884 -3.38531 -0.34826
H 4.77966 -5.57801 1.70031
H 3.92427 -3.97275 2.00261
H 5.23532 -4.44744 2.91487
H 4.84704 -4.02543 -2.67051
H 4.85725 -2.50571 -2.98665
C -0.00604 7.76069 -0.86403
C 0.92464 7.73894 0.36203
C 0.85964 6.35020 1.11560
O -0.47840 6.23771 1.67137
C -0.68966 5.04696 2.30811
N 2.29452 7.94984 -0.14784
H -1.03800 7.63623 -0.53590
H 0.29140 6.96570 -1.54787
H -0.00165 8.70975 -1.40010
H 0.73688 8.53743 1.07985
H 1.59417 6.14283 1.89379
H 0.91797 5.56281 0.36413
H -1.58621 5.04939 2.92801
H 0.12730 5.01508 3.02899
H -0.65924 4.17615 1.65323
H 3.01913 7.67571 0.50014
H 2.49222 7.22532 -0.82319
C -4.09073 2.41386 1.74317
C -5.66239 2.39911 1.87947
C -6.37266 1.38073 2.80233
O -5.89950 0.08427 2.48622
C -6.24110 -0.56480 1.23203
N -6.14184 3.71231 2.20544
H -3.58028 2.63230 2.68116
H -3.75638 3.17726 1.04066
H -3.80545 1.42242 1.39135
H -5.98870 2.21221 0.85639
H -7.44335 1.45349 2.61147
H -6.04729 1.55479 3.82797
H -5.80634 -1.56130 1.30987
H -5.85412 0.04305 0.41418
H -7.30651 -0.63757 1.01360
H -7.11397 3.83720 1.96160
H -5.64867 4.40169 1.65622
C 0.36750 0.56908 -3.95957
C -0.02666 -0.92274 -4.20924
C 0.31472 -1.57790 -5.50790
O -0.23389 -0.83464 -6.56252
C 0.14409 -1.30076 -7.92234
N 0.57348 -1.72299 -3.15655
H 1.41127 0.74781 -4.21785
H 0.21255 0.90813 -2.93530
H -0.24607 1.23237 -4.56922
H -1.11246 -0.98188 -4.13411
H 0.11594 -2.64585 -5.59776
H 1.40366 -1.58729 -5.55509
H -0.42280 -0.84597 -8.73468
H -0.09552 -2.35913 -8.02508
H 1.20993 -1.13339 -8.07751
H 0.29961 -2.69140 -3.24191
H 0.60136 -1.42461 -2.19204
C -1.66397 -3.76010 -1.83457
C -1.00537 -4.82918 -2.69598
C -1.74272 -5.13372 -4.00664
O -3.00847 -5.78141 -3.68326
C -3.84427 -5.91459 -4.76719
N 0.34923 -4.36223 -2.93724
H -2.69016 -4.01668 -1.57154
H -1.73623 -2.79296 -2.33210
H -0.96726 -3.56587 -1.01912
H -0.92586 -5.73082 -2.08868
H -1.01268 -5.69479 -4.59003
H -1.92474 -4.14064 -4.41742
H -4.27102 -4.98733 -5.14950
H -4.70296 -6.56050 -4.58402
H -3.29887 -6.42306 -5.56224
H 0.87406 -4.52053 -2.08895
H 0.88994 -4.95443 -3.55127
C 6.33290 3.75361 1.01954
C 5.28656 4.10590 -0.05361
C 5.16999 3.05418 -1.14711
O 4.59459 3.53477 -2.41923
C 4.60866 2.57225 -3.43644
N 3.94268 4.30080 0.55665
H 6.23157 4.41183 1.88243
H 7.39971 3.71918 0.79853
H 6.05311 2.75770 1.36302
H 5.68860 5.02014 -0.49023
H 4.65946 2.11652 -0.92742
H 6.19957 2.77559 -1.37173
H 4.23440 1.58736 -3.15710
H 5.55559 2.38373 -3.94228
H 3.95276 2.95496 -4.21838
H 3.45288 4.70774 -0.22731
H 3.59032 3.36521 0.41314
O -6.55311 -1.58448 -2.47531
H -5.70219 -1.74331 -2.06674
H -6.34219 -1.26378 -3.35217
O 3.38228 -1.01127 -3.40587
H 3.20759 -0.56309 -2.57831
H 2.62957 -1.58960 -3.52914
*
```

Values from the calculation:
**Largest force on an atom**: 0.0679 Eh/bohr
**Lowest unoccupied orbital energy (spin up / spin down)**: -1.0823 / -6.7308 eV
**E**: -103998.3101 eV
**Energy above the lowest of the compared OMol25 structures with the same formula, charge and spin**: 0.0 kcal per mole

These are the Mulliken partial charges, in e, on atoms 1 to 8:
1. O -0.220
2. C 0.238
3. O 0.215
4. B 0.307
5. O -0.923
6. C -0.119
7. O -0.350
8. O 0.844